Record 1
{"formula": "C32H89N5O10", "method": "ωB97M-V/def2-TZVPD", "homo_lumo_gap_ha": 0.3301, "charge": 0, "e_lumo_ev": 0.3, "e_tot_ha": -2298.533304, "species": ["C", "O", "C", "C", "C", "N", "H", "H", "H", "H", "H", "H", "H", "H", "H", "H", "H", "C", "O", "C", "C", "C", "N", "H", "H", "H", "H", "H", "H", "H", "H", "H", "H", "H", "C", "O", "C", "C", "C", "N", "H", "H", "H", "H", "H", "H", "H", "H", "H", "H", "H", "C", "O", "C", "C", "C", "N", "H", "H", "H", "H", "H", "H", "H", "H", "H", "H", "H", "C", "O", "C", "C", "C", "N", "H", "H", "H", "H", "H", "H", "H", "H", "H", "H", "H", "C", "C", "C", "O", "H", "H", "H", "H", "H", "H", "H", "H", "C", "C", "C", "O", "H", "H", "H", "H", "H", "H", "H", "H", "C", "C", "C", "O", "H", "H", "H", "H", "H", "H", "H", "H", "C", "C", "C", "O", "H", "H", "H", "H", "H", "H", "H", "H", "O", "H", "H"], "coordinates": [[6.5533, 5.2755, -17.3354], [5.6866, 5.9431, -18.2399], [5.1319, 5.0388, -19.2075], [4.4551, 5.7045, -20.4215], [3.2566, 6.5892, -19.9492], [3.8643, 4.7142, -21.3387], [5.8381, 4.6208, -16.8374], [7.0311, 5.9779, -16.6525], [7.2496, 4.5972, -17.8286], [5.9632, 4.4658, -19.6183], [4.4061, 4.3810, -18.7293], [5.1329, 6.2637, -21.0665], [2.7994, 7.1665, -20.7528], [3.5376, 7.1985, -19.0901], [2.4804, 5.9724, -19.4964], [3.1483, 5.1784, -21.8790], [4.5127, 4.6054, -22.1054], [10.0318, 14.6891, -13.5040], [10.1913, 13.8418, -14.6891], [10.5835, 12.4684, -14.3860], [9.4133, 11.6284, -13.7956], [9.8796, 10.0943, -13.5981], [8.2842, 11.5678, -14.7614], [9.2840, 14.2690, -12.8313], [9.6569, 15.6577, -13.8346], [11.0228, 14.9084, -13.1067], [10.9835, 11.9550, -15.2604], [11.4497, 12.4833, -13.7244], [9.0848, 11.9205, -12.7982], [10.7457, 10.0823, -12.9365], [10.1274, 9.6285, -14.5519], [9.1658, 9.4604, -13.0721], [8.2087, 12.4881, -15.1707], [8.5798, 10.9539, -15.5070], [10.3466, 9.2401, -21.6421], [10.4911, 9.9484, -20.3885], [9.3991, 9.7581, -19.4280], [9.7102, 10.4632, -18.0286], [11.1209, 10.0861, -17.7091], [8.9892, 9.8820, -16.9591], [10.4324, 8.1600, -21.7605], [11.0760, 9.6305, -22.3518], [9.3670, 9.4757, -22.0580], [8.4579, 10.1585, -19.8048], [9.2877, 8.6785, -19.3272], [9.4980, 11.5323, -18.0291], [11.8556, 10.8086, -18.0644], [11.4874, 9.1709, -18.1741], [11.2324, 9.9185, -16.6378], [9.4554, 9.0735, -16.5730], [8.1800, 9.4444, -17.3761], [2.9308, 6.1014, -15.4157], [3.5342, 7.1055, -14.6040], [4.5365, 7.7182, -15.3876], [4.8570, 8.9848, -14.6861], [3.5233, 9.8286, -14.5890], [5.7920, 9.7740, -15.4625], [2.1753, 6.4855, -16.1012], [2.3372, 5.5097, -14.7189], [3.5119, 5.5122, -16.1251], [5.4290, 7.1657, -15.6813], [4.1091, 8.0166, -16.3448], [5.4184, 8.7211, -13.7898], [3.0064, 9.4719, -13.6982], [2.8295, 9.8281, -15.4298], [3.8039, 10.8762, -14.4796], [6.6629, 9.2646, -15.4164], [5.9785, 10.7037, -15.1148], [1.5619, 11.6605, -24.2440], [2.2462, 10.3590, -24.2975], [3.6246, 10.5067, -24.5394], [4.4252, 9.1814, -24.3100], [4.1195, 8.6708, -22.8845], [5.8632, 9.2652, -24.4573], [1.9873, 12.3661, -23.5304], [0.5641, 11.4881, -23.8404], [1.5292, 12.0876, -25.2463], [3.9172, 10.9354, -25.4979], [3.9485, 11.1691, -23.7366], [4.1579, 8.5313, -25.1432], [4.7387, 7.8147, -22.6168], [3.0892, 8.5212, -22.5617], [4.3902, 9.4263, -22.1470], [6.0336, 9.3284, -25.4508], [6.3577, 8.4387, -24.1532], [8.7053, 4.8504, -12.0858], [7.4665, 4.3241, -12.8278], [6.6922, 5.5103, -13.3947], [7.8964, 3.5741, -13.8976], [8.3066, 5.3229, -11.1880], [9.3051, 5.6296, -12.5559], [9.4429, 4.1143, -11.7662], [6.8023, 3.7308, -12.1994], [6.1578, 6.0677, -12.6254], [5.9197, 5.0668, -14.0229], [7.2734, 6.1308, -14.0768], [7.1921, 3.1316, -14.3769], [7.8571, 3.9770, -22.6032], [7.1176, 4.4738, -23.8484], [7.2427, 3.5679, -25.1053], [5.6971, 4.4620, -23.6725], [7.6111, 2.9330, -22.4095], [7.6475, 4.5855, -21.7235], [8.9404, 3.9059, -22.7009], [7.4253, 5.5126, -23.9682], [8.2856, 3.3299, -25.3147], [6.6898, 4.0094, -25.9344], [6.8481, 2.5557, -25.0173], [5.2906, 4.8495, -24.4511], [11.0719, 6.0034, -16.6283], [10.2813, 5.8266, -17.9258], [11.1649, 6.0827, -19.1600], [9.7513, 4.5518, -17.9407], [11.8325, 5.2316, -16.5103], [10.4676, 5.9191, -15.7252], [11.5577, 6.9694, -16.4910], [9.3697, 6.4219, -17.8746], [11.7779, 5.1868, -19.2579], [11.8034, 6.9661, -19.1610], [10.5899, 6.0455, -20.0853], [9.7186, 4.1671, -17.0617], [6.8848, 12.8707, -17.8875], [5.5597, 13.4493, -17.2877], [5.5783, 13.3255, -15.7672], [5.5282, 14.7789, -17.8309], [7.8010, 13.3616, -17.5593], [6.9205, 12.8184, -18.9756], [7.0469, 11.8681, -17.4919], [4.7170, 12.9311, -17.7451], [4.5349, 13.4262, -15.4686], [6.2695, 13.9965, -15.2571], [5.8350, 12.3245, -15.4204], [6.2997, 15.2731, -17.5444], [6.9038, 8.2337, -17.9344], [6.5337, 7.4158, -18.2665], [6.4358, 8.3936, -17.1148]], "lowdin_charge": [-0.094, -0.247, -0.156, -0.397, -0.046, 0.043, 0.085, 0.080, 0.083, 0.117, 0.129, 0.114, 0.056, 0.065, 0.078, 0.063, 0.019, -0.075, -0.215, -0.175, -0.356, -0.048, 0.045, 0.079, 0.080, 0.083, 0.109, 0.113, 0.115, 0.065, 0.038, 0.065, 0.042, 0.000, -0.103, -0.201, -0.132, -0.389, -0.070, 0.021, 0.067, 0.082, 0.076, 0.116, 0.105, 0.129, 0.087, 0.067, 0.061, 0.072, 0.030, -0.100, -0.153, -0.262, -0.399, -0.017, 0.045, 0.084, 0.090, 0.076, 0.094, 0.125, 0.140, 0.073, 0.084, 0.059, 0.056, 0.022, -0.068, -0.193, -0.223, -0.419, -0.054, 0.025, 0.082, 0.083, 0.084, 0.121, 0.115, 0.125, 0.052, 0.067, 0.088, 0.069, 0.059, -0.050, -0.508, -0.063, -0.048, 0.077, 0.073, 0.076, 0.139, 0.088, 0.067, 0.076, 0.093, -0.043, -0.441, -0.052, -0.092, 0.084, 0.068, 0.080, 0.125, 0.074, 0.074, 0.082, 0.090, -0.049, -0.506, -0.033, -0.055, 0.087, 0.071, 0.070, 0.113, 0.081, 0.074, 0.065, 0.090, -0.064, -0.429, -0.054, -0.067, 0.072, 0.079, 0.049, 0.138, 0.078, 0.084, 0.021, 0.080, -0.053, 0.000, -0.009]}


Record 2
{"formula": "C3H6N2O", "method": "ωB97M-V/def2-TZVPD", "homo_lumo_gap_ha": 0.3513, "charge": 0, "e_lumo_ev": 0.8, "e_tot_ha": -302.576855, "species": ["N", "C", "C", "O", "C", "N", "H", "H", "H", "H", "H", "H"], "coordinates": [[-1.7300, -0.0157, 1.0046], [-1.1569, 0.0178, -0.1635], [1.1760, 1.1645, -0.7645], [1.1561, -0.2606, -0.7613], [0.0674, -0.8261, -0.1812], [0.0298, -2.0298, 0.2297], [-2.5939, 0.4892, 1.1514], [-1.4061, -0.6046, 1.7756], [0.1815, 1.5621, -1.0144], [1.8928, 1.4808, -1.5208], [1.4775, 1.5384, 0.2194], [0.9058, -2.5160, 0.0251]], "lowdin_charge": [0.083, -0.052, -0.091, -0.085, -0.520, 0.144, 0.100, 0.112, 0.065, 0.090, 0.093, 0.060]}